One molecule with the formula C17H24N4O3S2. Source: the Open Molecules 2025 dataset; level of theory: ωB97M-V/def2-TZVPD.

```
50
C17H24N4O3S2 (ωB97M-V/def2-TZVPD)
S 3.47394 -0.37111 -1.43009
S 0.97830 -1.40009 -2.73055
O 0.15955 0.40178 2.60187
O -2.42474 -0.43812 -2.03279
O 1.26915 2.49033 1.79808
N 1.66800 1.28372 1.17581
N 1.14962 0.69775 -1.11385
N 1.29199 -1.01388 1.22750
N -0.19268 0.73479 -1.17297
C -4.46706 2.48362 0.06083
C -4.43318 0.52532 -1.32959
C -0.91386 1.59320 -0.55703
C -1.58619 -3.51049 0.86193
C 3.89922 2.32073 -1.61109
C 0.47993 -2.17664 1.53536
C -2.34974 1.53344 -0.62689
C -5.13797 1.48798 -0.64195
C -3.09221 2.49895 0.06627
C 0.95239 0.19647 1.69799
C 4.35058 1.25824 0.62534
C 1.96192 1.51251 -0.22554
C 3.44274 1.28179 -0.59298
C -0.69038 -2.31193 0.55842
C -0.90833 -4.84688 0.58387
C 1.75368 -0.32898 -1.77621
C -3.03583 0.52620 -1.34144
H -2.47751 -3.43094 0.23687
H 1.94601 -1.10465 0.46605
H -1.45184 -0.34080 -1.97652
H 1.72640 2.57338 -0.39432
H 4.26079 2.19801 1.16515
H 4.08066 0.44868 1.29825
H -0.54225 -4.87833 -0.43978
H -5.02114 3.23613 0.59993
H 3.91688 3.30816 -1.15375
H -0.07098 -5.01310 1.25694
H -1.61550 -5.66167 0.71952
H -2.56127 3.26441 0.61410
H -0.30709 -2.39865 -0.46092
H 1.12909 -3.05177 1.49564
H 0.10234 -2.04848 2.55212
H -1.28777 -1.39907 0.61879
H 4.90037 2.08291 -1.96224
H -6.21730 1.46763 -0.64876
H 3.23072 2.34154 -2.47022
H -0.50473 2.39887 0.05496
H 5.38279 1.12517 0.31210
H -4.93759 -0.25401 -1.87870
H 0.62610 2.17651 2.47913
H -1.90606 -3.46864 1.90535
```

The SMILES is CCCCNC(=O)N(O)[C@@H]1N(/N=C/c2ccccc2O)C(=S)SC1(C)C. Its calculated total energy is -51791.177 eV. For the lowest unoccupied orbital energy, the calculation gives -0.252 eV. The energy above the lowest of the compared OMol25 structures with the same formula, charge and spin is 1.839 eV. Its HOMO-LUMO gap is 8.13 eV.

Löwdin population analysis, charges in e, atoms 1 to 2: 1.005 0.689